C6H14N2O2S | ωB97M-V with the def2-TZVPD basis set

## Properties
- HOMO level: -9.0 eV
- Kohn-Sham gap: 9.76 eV
- Energy relative to the best compared isomer or geometry (same formula, charge and spin): 71.7 kcal/mol
- DFT total energy: -895.0782 Eh
- E_LUMO: 0.75 eV

The geometry in XYZ format:
```
25
Properties=species:S:1:pos:R:3:lowdin_charge:R:1
H -1.80177 -1.37391 -2.08151 0.08
C 0.10698 -0.63199 -1.37264 -0.64
H -0.34848 -2.54003 -0.46376 0.08
H 1.19341 -1.85630 0.03915 0.08
C -1.65287 1.11629 1.96762 -0.31
H 1.34104 2.53864 3.61938 0.04
S -0.10761 0.71982 2.96946 0.86
N -0.49886 0.05384 -0.26172 0.07
C 0.33547 2.49553 3.21610 -0.23
H -2.29921 1.77764 2.53896 0.11
H 2.06012 0.25858 -1.14714 0.08
N -0.69917 1.27422 -0.30036 0.06
H 1.03263 -2.58308 -1.56734 0.08
H -0.52507 -1.36251 -3.30285 0.08
H -2.13758 0.16663 1.73324 0.09
C -0.95266 -0.81564 -2.46750 -0.04
C 1.31813 0.12014 -1.92974 -0.05
O -1.29704 1.82855 0.79098 -0.18
H -1.30082 0.15312 -2.81900 0.08
C 0.52571 -1.99471 -0.80822 -0.05
H 0.29639 2.99532 2.25367 0.04
O -0.61828 0.23691 4.25330 -0.55
H 1.76567 -0.45154 -2.73888 0.08
H -0.36289 2.93975 3.91703 0.06
H 1.01671 1.09502 -2.30368 0.07
```